Entry 1:
C14H23ClDyIO2P2 as an isolated structure in a non-equilibrium geometry. Source: the OMol25 dataset; level of theory: ωB97M-V/def2-TZVPD.

Results
Multiplicity = 6
LUMO level (spin up / spin down) = -8.2 / -8.2 eV
Energy = -3022.87384 Ha
Maximum force = 7.1 eV/A
HOMO (spin up / spin down) = -14.178 / -14.179 eV
Gap between HOMO and LUMO (spin up / spin down) = 5.97 / 5.99 eV
Total charge = +2

Last column: Löwdin charge in e.
Element x y z (Å)
C (-4.3616, 2.6708, -6.2379)  -0.0893
C (-4.0982, 1.6044, -5.2127)  -0.8014
H (-5.1994, 2.3628, -6.8748)  0.1010
H (-3.4766, 2.8197, -6.8588)  0.0886
H (-4.6143, 3.6116, -5.7456)  0.0898
O (-4.6965, 0.5559, -5.0695)  0.0074
I (-2.4420, 2.0065, -3.8367)  0.7392
Dy (-0.5826, 0.3287, -0.0112)  0.9653
P (1.0592, -1.1751, -1.6173)  0.6623
C (1.3685, -2.9675, -1.6066)  -0.2499
C (0.6590, -0.8727, -3.3682)  -0.2591
H (2.7314, 0.5870, -1.6306)  0.0424
H (3.3704, -0.9135, -2.3264)  0.0742
H (3.2359, -0.7402, -0.5690)  0.0258
C (2.7547, -0.5006, -1.5204)  -0.2508
H (0.5290, 0.1976, -3.5555)  0.0168
H (1.4548, -1.2456, -4.0228)  0.0738
H (2.0998, -3.2589, -2.3767)  0.0776
H (0.4372, -3.5122, -1.8073)  0.0610
H (-0.2719, -1.3803, -3.6399)  0.0601
H (1.7588, -3.2935, -0.6346)  0.0471
C (-0.9131, -2.0807, 0.7214)  -0.0448
O (-1.0094, -3.1626, 1.1564)  0.1537
Cl (0.1708, 2.3185, -1.2547)  -0.1007
C (2.7452, 1.0467, 2.8313)  -0.2104
P (1.4458, 0.2071, 1.8595)  0.8103
C (2.1130, -1.4942, 2.0426)  -0.2433
C (0.0514, 0.3975, 3.0583)  -0.4313
C (0.1237, -0.1697, 4.3328)  -0.0632
C (-0.8942, 0.0709, 5.2743)  -0.0049
C (-1.9657, 0.9242, 4.9373)  -0.0167
C (-2.0120, 1.5294, 3.6783)  -0.0448
C (-1.0020, 1.2922, 2.7339)  -0.1848
H (3.7090, 1.0241, 2.3089)  0.0669
H (2.8557, 0.5327, 3.7993)  0.0686
H (2.4685, 2.0896, 3.0214)  0.0703
H (1.4021, -2.2716, 1.7428)  0.0173
H (2.4152, -1.6621, 3.0849)  0.0629
H (3.0081, -1.5669, 1.4065)  0.0534
H (0.9803, -0.7886, 4.6107)  0.1135
H (-0.8544, -0.3849, 6.2560)  0.1252
H (-2.7450, 1.1179, 5.6691)  0.1277
H (-2.8204, 2.2124, 3.4349)  0.1254
H (-0.9882, 1.9333, 1.8165)  0.0677


Entry 2:
C14H23EuN2P as an isolated structure in a non-equilibrium geometry. Source: the OMol25 dataset; level of theory: ωB97M-V/def2-TZVPD.

Results
Multiplicity = 8
LUMO level (spin up / spin down) = -0.9 / -0.8 eV
Energy = -1708.29981 Ha
Maximum force = 2.8 eV/A
HOMO (spin up / spin down) = -7.123 / -7.132 eV
Gap between HOMO and LUMO (spin up / spin down) = 6.26 / 6.31 eV
Total charge = 0

Last column: Löwdin charge in e.
Element x y z (Å)
C (-2.5580, 0.0585, -3.9618)  -0.0955
C (-2.3362, -1.0678, -3.1740)  -0.0615
C (-1.7232, -0.9472, -1.9056)  -0.2975
C (-1.3438, 0.3111, -1.4779)  -0.2813
C (-1.5340, 1.4390, -2.2639)  -0.3948
C (-2.1712, 1.3221, -3.5147)  -0.0660
C (-1.4690, -2.1869, -1.0975)  -0.1621
C (-0.3753, -3.0596, -1.7738)  -0.1966
N (0.9156, -2.4265, -1.8773)  -0.2972
Eu (-1.5368, 0.9092, 0.9266)  1.3884
C (-0.9920, 2.7724, -1.7806)  -0.3600
P (0.4524, 2.4561, -0.6341)  0.7580
H (-2.6321, -2.0638, -3.5192)  0.1092
H (-2.3170, 2.2250, -4.1164)  0.1034
H (-3.0225, -0.0490, -4.9446)  0.0986
H (-1.7339, 3.3543, -1.1961)  0.0739
H (-0.6056, 3.3972, -2.6030)  0.0874
H (-1.1805, -1.9681, -0.0602)  0.0428
H (-2.3779, -2.8068, -1.0480)  0.1140
H (-0.2398, -3.9805, -1.1757)  0.1182
C (1.0659, 4.1640, -0.4328)  -0.3164
C (1.6238, 1.8945, -1.9261)  -0.2631
H (-0.7002, -3.3280, -2.7937)  0.1132
C (1.4283, -2.0211, -3.1559)  -0.1030
C (1.8588, -2.5859, -0.8055)  -0.0972
H (2.0824, 0.7998, 1.8716)  -0.0182
H (1.9185, -2.8622, -3.6882)  0.0791
H (0.6081, -1.6363, -3.7850)  0.0812
H (2.1812, -1.2268, -3.0109)  0.0722
H (2.3817, -3.5609, -0.8682)  0.0798
H (2.6202, -1.7922, -0.8596)  0.0789
H (1.3519, -2.5291, 0.1704)  0.0592
H (1.9241, 2.7487, -2.5523)  0.0500
H (2.5030, 1.4603, -1.4323)  0.0400
H (1.1672, 1.1180, -2.5513)  0.0347
H (1.0513, 4.6892, -1.3996)  0.0421
H (0.4311, 4.6838, 0.2970)  0.0308
H (2.0896, 4.1172, -0.0362)  0.0424
H (1.9241, 0.1612, 2.1374)  -0.0667
N (-0.9277, -1.1682, 2.1544)  -0.2359
C (0.1973, -0.8149, 2.0386)  -0.3843


Entry 3:
C14H23F4NO5SSi2 as an isolated structure in a non-equilibrium geometry. Source: the OMol25 dataset; level of theory: ωB97M-V/def2-TZVPD.

Results
LUMO level = 0.1 eV
Energy = -2354.94696 Ha
Maximum force = 4.0 eV/A
HOMO = -8.110 eV
Gap between HOMO and LUMO = 8.24 eV
Total charge = 0

Last column: Löwdin charge in e.
Element x y z (Å)
C (-3.7472, -0.5419, 1.9093)  -0.0724
C (-3.4301, -1.6440, 0.8414)  -0.1187
C (-3.7093, -1.1736, -0.5970)  -0.4915
O (-4.7705, -1.3165, -1.0727)  0.1633
O (-2.6385, -0.5805, -1.2636)  -0.0299
C (-2.8876, 0.8379, -1.2862)  -0.2384
C (-1.9011, 1.5970, -2.2007)  -0.2191
Si (-0.0934, 1.5972, -1.5770)  0.2058
S (1.0775, 2.4513, -3.1595)  0.5291
C (-0.1046, 2.7954, -0.0681)  -0.1338
C (-0.6617, 2.1777, 1.2112)  -0.5515
O (-0.8728, 2.8222, 2.1373)  0.1862
F (-0.8878, 0.8488, 1.3061)  0.0887
O (0.2570, 0.0119, -1.1797)  -0.2267
Si (1.8542, -0.4347, -0.9043)  0.2950
O (2.8631, -0.1747, -2.2438)  -0.1634
C (1.7737, -2.3411, -0.7593)  -0.1805
C (1.3331, -2.6557, 0.7272)  -0.1792
C (0.4941, -3.9067, 0.8248)  -0.2255
F (-0.8478, -3.8040, 0.7762)  0.0746
C (1.1076, -5.0988, 0.9751)  -0.3120
F (1.8616, -5.3560, 2.0161)  0.1551
F (0.9435, -6.0490, 0.0608)  0.1334
N (2.5382, 0.1030, 0.6071)  0.0805
C (2.9105, 1.3177, 0.7105)  -0.4382
C (2.6258, 2.0279, 2.0544)  -0.0433
C (3.6726, 2.1588, -0.3124)  -0.0464
H (-2.8689, -0.3802, 2.5514)  0.0659
H (-3.9708, 0.4246, 1.4307)  0.0660
H (-4.5926, -0.8074, 2.5596)  0.0737
H (-4.0121, -2.5484, 1.0614)  0.1173
H (-2.3543, -1.8855, 0.8911)  0.0918
H (-3.9036, 0.9958, -1.6998)  0.1287
H (-2.8930, 1.2750, -0.2712)  0.1041
H (-2.2165, 2.6522, -2.2936)  0.0868
H (-1.9212, 1.1627, -3.2181)  0.0891
H (0.6623, 3.7508, -3.1313)  -0.1603
H (0.8561, 3.3069, 0.0730)  0.0714
H (-0.8278, 3.5806, -0.3611)  0.1022
H (2.9966, -1.0189, -2.6977)  0.0561
H (2.7433, -2.8031, -1.0093)  0.0810
H (0.9828, -2.7142, -1.4384)  0.0906
H (2.2460, -2.6780, 1.3402)  0.1219
H (0.7265, -1.7987, 1.0737)  0.0885
H (2.3363, 3.0817, 1.9191)  0.0810
H (1.9469, 1.4462, 2.6882)  0.0821
H (3.6062, 2.0523, 2.5791)  0.0905
H (4.4134, 2.7558, 0.2591)  0.0884
H (3.0294, 2.9092, -0.8061)  0.0620
H (4.2549, 1.5708, -1.0335)  0.0799


Entry 4:
C14H23F6IrN8O4S2 as an isolated structure in a non-equilibrium geometry. Source: the OMol25 dataset; level of theory: ωB97M-V/def2-TZVPD.

Results
LUMO level = -8.5 eV
Energy = -2785.50755 Ha
Maximum force = 1.7 eV/A
HOMO = -15.133 eV
Gap between HOMO and LUMO = 6.65 eV
Total charge = +2

Last column: Löwdin charge in e.
Element x y z (Å)
Ir (-1.0878, -0.0120, -0.0728)  1.4081
F (-3.2994, -2.6093, 1.8108)  0.1731
C (-4.3666, -2.0896, 1.2309)  -0.6905
F (-5.1890, -1.5927, 2.1259)  0.2060
F (-4.9574, -2.9687, 0.4582)  0.2128
S (-3.8121, -0.6872, 0.1329)  0.7151
O (-2.7916, -1.2831, -0.7783)  -0.3702
O (-4.9302, -0.0228, -0.4115)  -0.1700
N (-2.8252, 0.1374, 1.1397)  -0.3814
S (-2.5653, 1.6988, 1.4813)  0.7300
O (-1.1432, 1.8061, 0.9746)  -0.4034
O (-2.8356, 2.0700, 2.8085)  -0.1457
C (-3.5136, 2.7841, 0.2855)  -0.6897
F (-4.7886, 2.6992, 0.5373)  0.2256
F (-3.0565, 4.0011, 0.4481)  0.2155
F (-3.2262, 2.3393, -0.9364)  0.1524
C (0.8829, 3.6491, -4.2010)  -0.0701
C (2.3644, 3.3133, -4.0655)  -0.4041
C (2.7795, 2.1934, -5.0127)  -0.0614
C (2.7593, 3.0071, -2.6197)  -0.0743
N (1.9723, 1.8966, -2.0435)  -0.0582
C (0.7747, 1.9018, -1.4836)  -0.0912
N (0.4831, 0.6455, -1.1767)  -0.1584
N (1.5458, -0.1129, -1.5466)  0.0405
N (2.4287, 0.6341, -2.0659)  0.1233
H (0.6710, 4.0016, -5.2091)  0.0939
H (0.5728, 4.4380, -3.5107)  0.0836
H (0.2531, 2.7681, -4.0432)  0.0739
H (2.9381, 4.2125, -4.3078)  0.1486
H (2.2548, 1.2618, -4.7868)  0.0750
H (3.8507, 1.9990, -4.9605)  0.0891
H (2.5369, 2.4610, -6.0401)  0.0915
H (2.6127, 3.8636, -1.9626)  0.1382
H (3.7940, 2.6783, -2.5450)  0.1379
H (0.1569, 2.7706, -1.3343)  0.1513
C (1.1252, -1.7551, 4.5569)  -0.1380
C (1.1063, -0.3717, 3.9454)  -0.1359
N (0.5837, -0.4543, 2.5736)  0.0983
C (0.5526, -1.5680, 1.8239)  -0.3283
N (0.0115, -1.5231, 0.5983)  -0.1077
C (0.0499, -2.6865, -0.3016)  -0.1939
C (-0.0423, -3.9558, 0.5215)  -0.1296
C (1.0823, -3.9504, 1.5320)  -0.1109
N (1.0792, -2.6994, 2.2977)  -0.0122
C (1.7935, -2.7047, 3.5845)  -0.1085
H (0.1093, -2.0941, 4.7676)  0.1303
H (1.6731, -1.7370, 5.4974)  0.1340
H (2.1115, 0.0532, 3.9224)  0.1318
H (0.4628, 0.3048, 4.5052)  0.1316
H (0.2175, 0.3926, 2.1785)  0.0910
H (0.9653, -2.6516, -0.8944)  0.1154
H (-0.7905, -2.6186, -0.9947)  0.1020
H (0.0462, -4.8258, -0.1278)  0.1375
H (-1.0076, -4.0079, 1.0282)  0.1205
H (2.0517, -4.0699, 1.0412)  0.1443
H (0.9685, -4.7647, 2.2459)  0.1354
H (2.8415, -2.4377, 3.4244)  0.1433
H (1.7653, -3.7271, 3.9550)  0.1326


What is the energy in the second record?
-1708.29981 Ha


maximum force of number 1 (C14H23ClDyIO2P2)?
7.1 eV/A